# 1
C18H24N2O4S | wB97M-V/def2-TZVPD

## Properties
HOMO energy   -8.3 eV
HOMO-LUMO gap   8.764 eV
ΔE to the lowest compared entry with this formula, charge and spin   141.5 kJ/mol
Charge   0
SMILES string   CCOCCCNC(=O)c1cccc(NC(=O)C2=C(C)OCCS2)c1

Each line ends with the Löwdin charge.
Atoms and positions in Å:
C 1.60736 -3.30583 0.93326  -0.06
C 1.54434 -1.91960 1.56819  -0.27
O 2.10536 -1.85748 2.86802  -0.18
C 3.51568 -1.92520 2.95149  -0.21
C 4.24997 -0.66435 2.47973  -0.15
C 3.86793 0.58008 3.28992  -0.17
N 2.46189 0.89262 3.17071  0.07
C 1.99325 1.55791 2.08276  -0.46
O 2.71175 2.12824 1.28617  0.08
C 0.50145 1.54395 1.97472  -0.14
C -0.30890 1.75138 3.08496  -0.04
C -1.68492 1.74940 2.93464  -0.07
C -2.25247 1.51588 1.69684  -0.02
C -1.44454 1.28906 0.58272  -0.20
N -2.07224 1.06191 -0.64154  0.10
C -1.53797 0.51386 -1.77276  -0.47
O -0.38803 0.12586 -1.85109  0.06
C -2.48636 0.41444 -2.90536  -0.36
C -2.07492 0.07260 -4.14623  -0.30
C -0.64372 -0.15852 -4.51610  0.00
O -2.85707 -0.08435 -5.24405  -0.04
C -4.25907 -0.06213 -5.11458  -0.24
C -4.73301 1.10301 -4.26406  -0.42
S -4.20013 0.79670 -2.55968  0.96
C -0.06197 1.32488 0.72539  0.05
H 1.18418 -4.04582 1.60847  0.08
H 1.03479 -3.29656 0.01041  0.08
H 2.63079 -3.58933 0.69910  0.07
H 2.01077 -1.18333 0.90283  0.11
H 0.49965 -1.62950 1.71212  0.12
H 3.71536 -2.08713 4.01551  0.13
H 3.89450 -2.79287 2.39642  0.11
H 4.03141 -0.47232 1.42822  0.11
H 5.32240 -0.83974 2.57424  0.12
H 4.09977 0.43117 4.34771  0.12
H 4.42407 1.44158 2.91240  0.12
H 1.83655 0.23739 3.61805  0.13
H 0.13311 1.94049 4.05159  0.11
H -2.32147 1.92778 3.78872  0.10
H -3.32777 1.50861 1.58477  0.11
H -3.06271 1.26807 -0.65218  0.06
H -0.27956 -1.07232 -4.05198  0.09
H -0.01207 0.65171 -4.16311  0.09
H -0.58199 -0.24587 -5.59793  0.09
H -4.63880 0.01947 -6.13724  0.13
H -4.61159 -1.00546 -4.67667  0.13
H -5.81796 1.17425 -4.25066  0.08
H -4.29539 2.04080 -4.60733  0.09
H 0.57831 1.17460 -0.12753  0.12

Cartesian forces (eV/Å) of the 6 atoms listed first:
0.1 0.3 0.3
-0.2 -0.1 -0.2
-0.1 -0.1 0.2
0.3 0.0 -0.1
-0.5 0.0 0.2
0.3 0.0 -0.3



# 2
C18H24N3O2Tb | wB97M-V/def2-TZVPD

## Properties
Multiplicity   7
HOMO energy (spin up / spin down)   -8.0 / -7.8 eV
HOMO-LUMO gap (spin up / spin down)   8.299 / 8.073 eV
ΔE to the lowest compared entry with this formula, charge and spin   20.8 kJ/mol
Charge   0

Each line ends with the Löwdin charge.
Atoms and positions in Å:
Tb 0.76855 0.49416 0.14428  1.67
C 1.58861 -2.07595 -0.02619  -0.21
C 2.73600 -1.27200 -0.13162  -0.21
C 2.92217 -0.61274 1.10621  -0.23
C 1.88924 -1.01301 1.97584  -0.23
C 1.05792 -1.91068 1.27099  -0.23
H 1.20689 -2.73146 -0.79279  0.10
H 3.37888 -1.19400 -0.99435  0.11
H 3.73782 0.04823 1.35720  0.11
H 1.77374 -0.70622 3.00398  0.11
H 0.21998 -2.45080 1.68515  0.09
C -1.56662 -0.03939 2.61380  -0.08
N -1.64452 0.57257 1.28464  -0.35
C -2.70803 -0.06062 0.50781  -0.10
C -1.91824 2.01934 1.41379  -0.18
C -0.75844 2.76222 2.02770  -0.30
C -1.00105 3.79342 2.93025  -0.06
C 0.06604 4.51326 3.45609  -0.10
C 1.36292 4.18784 3.07845  -0.11
C 1.57697 3.14431 2.18021  -0.14
C 0.53127 2.40270 1.62565  -0.23
H -2.51341 0.10270 3.15390  0.10
H -0.76165 0.41776 3.18611  0.09
H -1.37238 -1.10562 2.51579  0.07
H -3.68657 0.08883 0.98375  0.10
H -2.52333 -1.13132 0.42581  0.07
H -2.73847 0.35534 -0.49874  0.09
H -2.84470 2.16338 1.98991  0.12
H -2.12209 2.38873 0.40378  0.13
H -2.01697 4.03700 3.22819  0.10
H -0.11324 5.31604 4.16097  0.09
H 2.20460 4.73803 3.48438  0.09
H 2.60709 2.91819 1.91139  0.08
C -1.13013 -1.42661 -4.48489  -0.01
C -0.68377 -0.85936 -3.17458  -0.27
N -0.97700 -1.34485 -2.03372  0.02
O -1.77255 -2.48802 -2.15870  -0.05
C 0.17813 0.38195 -3.16486  -0.27
C 0.40376 1.21960 -4.37709  -0.02
N 0.68184 0.64399 -2.03054  -0.28
O 1.40659 1.69236 -1.68425  -0.26
H -1.17411 -2.51159 -4.44557  0.08
H -0.45607 -1.11837 -5.28221  0.08
H -2.12898 -1.06239 -4.74018  0.10
H -1.82452 -2.80353 -1.25305  0.08
H -0.51967 1.35575 -4.94244  0.08
H 1.13356 0.75822 -5.04763  0.09
H 0.78743 2.19235 -4.07996  0.08

Cartesian forces (eV/Å) of the 6 atoms listed first:
-0.4 0.1 1.1
0.1 -0.1 0.1
0.2 -0.1 0.1
0.2 -0.1 0.0
0.1 -0.2 0.1
0.1 -0.2 0.1



# 3
C18H24N4O3S | wB97M-V/def2-TZVPD

## Properties
HOMO energy   -6.8 eV
HOMO-LUMO gap   7.122 eV
ΔE to the lowest compared entry with this formula, charge and spin   1578.4 kJ/mol
Charge   0

Each line ends with the Löwdin charge.
Atoms and positions in Å:
C 3.94948 2.03955 -0.05613  -0.10
C 3.17935 1.28840 0.97453  -0.22
N 2.43692 0.09018 0.34884  0.03
C 1.32011 -0.17641 0.65905  -0.98
N 0.85132 -1.06143 -0.10623  -0.11
C -0.43532 -1.63855 0.40288  -0.14
C -1.40988 -0.55228 0.39041  -0.24
C -2.64915 -0.54956 0.88335  -0.06
C -3.60498 0.44924 0.82294  -0.17
C -3.45795 1.54338 -0.00147  -0.19
N -2.36184 1.21063 -0.87366  0.12
C -1.32939 0.33786 -0.96774  -0.40
O -0.46458 0.65719 -1.72612  0.07
H -2.25406 2.06229 -1.49718  0.17
C -4.33429 2.60708 -0.25271  0.14
C -5.33747 2.51326 0.81523  -0.26
C -5.60334 1.66362 1.74015  -0.29
C -4.70674 0.48975 1.85717  0.17
H -5.06771 -0.33798 2.42778  0.10
O -6.77643 1.69072 2.41793  0.04
C -7.25710 3.00971 1.71616  -0.15
O -6.35565 3.28172 0.88349  0.11
H -7.38001 3.62291 2.63294  0.15
H -8.25260 2.70875 1.53742  0.13
H -4.26386 3.27003 -1.12733  0.13
H -2.86339 -1.31546 1.76420  0.17
H -0.46453 -1.85803 1.43215  0.08
H -0.89892 -2.64362 -0.36744  0.22
C 1.46699 -1.74505 -1.18292  -0.21
H 0.56152 -2.18654 -1.75164  0.15
H 1.61250 -0.91661 -1.94197  0.15
C 2.58716 -2.62948 -1.24147  -0.20
N 3.79097 -2.00337 -1.08472  -0.39
C 4.91374 -2.56087 -0.32553  -0.02
H 5.80984 -2.02436 -0.29840  0.07
H 4.98176 -3.83467 -0.77410  0.19
H 4.45874 -2.75059 0.52796  0.01
C 4.31752 -1.76854 -2.19061  -0.29
H 4.56125 -2.62019 -3.00525  0.14
H 3.60250 -1.30141 -2.94751  0.11
H 5.15792 -0.99357 -2.17925  0.13
H 2.55725 -3.40346 0.00204  0.23
H 2.65002 -3.43027 -1.91290  0.10
S 0.59067 0.64293 1.91295  0.76
H 3.23082 -0.56468 -0.35344  0.23
H 2.46851 1.94534 1.52800  0.04
H 4.03754 0.97783 1.74621  0.15
H 4.65242 1.60672 -0.58327  0.02
H 4.43532 2.86456 0.17235  0.04
H 3.34708 2.29335 -0.84716  0.06

Cartesian forces (eV/Å) of the 6 atoms listed first:
-4.0 -1.3 0.5
1.7 -1.2 1.5
16.2 4.6 -2.8
-4.9 0.9 3.5
-5.6 -7.3 -0.1
-1.2 -1.8 -2.8



# 4
C18H24N6O2 | wB97M-V/def2-TZVPD

## Properties
Multiplicity   2
HOMO energy (spin up / spin down)   -13.3 / -13.3 eV
HOMO-LUMO gap (spin up / spin down)   9.958 / 6.312 eV
Charge   +1

Each line ends with the Löwdin charge.
Atoms and positions in Å:
C -3.31037 4.12579 1.44857  0.07
C -3.80771 5.14849 2.33419  0.07
C -3.42439 5.08298 3.67322  -0.27
C -2.48392 4.13881 4.04314  0.07
C -1.85495 3.25010 3.05777  0.07
C -2.33401 3.18655 1.74247  -0.27
O -1.87852 2.36111 0.79799  0.16
O -3.83086 5.98617 4.59914  0.17
H -3.57654 4.14879 0.40214  0.13
H -4.55355 5.86685 2.02747  0.13
H -2.08605 4.06679 5.04460  0.11
H -1.07432 2.54500 3.30242  0.10
H -1.04656 1.92169 0.98865  0.05
H -4.54055 6.43814 4.13690  0.13
C 1.35495 -5.70341 -2.22859  -0.07
C 1.75821 -4.72822 -1.23296  -0.29
N 2.13903 -3.99183 -0.43989  0.14
H 0.68871 -6.37282 -1.68440  0.08
H 2.23965 -6.25924 -2.53917  0.09
H 1.00752 -5.26679 -3.16494  0.07
C 0.85983 -1.16809 -0.59617  -0.06
C 0.51763 -0.21469 0.47473  -0.21
N 0.24571 0.51654 1.27289  0.15
H 0.61031 -2.07109 -0.03900  0.06
H 1.90696 -1.24071 -0.89002  0.07
H 0.28183 -1.04823 -1.51250  0.06
C 5.00887 -0.08303 -2.35473  -0.04
C 3.82545 0.28169 -3.22658  -0.25
N 2.93553 0.59334 -3.85681  0.14
H 5.54991 0.71856 -1.85190  0.08
H 5.71723 -0.64967 -2.95908  0.08
H 4.52203 -0.69902 -1.59865  0.06
C 1.20102 -1.91599 -4.34553  -0.09
C 2.34048 -2.77138 -4.22983  -0.31
N 3.22336 -3.42838 -3.97399  0.15
H 0.27333 -2.48700 -4.30756  0.06
H 1.16020 -1.27738 -5.22792  0.09
H 1.22158 -1.34563 -3.41689  0.03
C 1.81534 2.12291 4.34035  -0.04
C 1.03832 3.35483 4.72726  -0.24
N 0.42837 4.28055 5.03899  0.14
H 1.25257 1.63614 3.54382  0.04
H 2.07987 1.47179 5.17352  0.09
H 2.76235 2.42175 3.89095  0.08
C -3.75948 -4.02636 -1.62985  -0.07
C -2.51061 -3.43335 -1.98693  -0.24
N -1.48598 -2.91934 -2.25186  0.15
H -3.58126 -4.90672 -1.01236  0.09
H -4.44053 -4.33157 -2.42427  0.09
H -4.38607 -3.32521 -1.07861  0.09

Cartesian forces (eV/Å) of the 6 atoms listed first:
-2.5 3.5 -0.4
0.5 -2.9 -2.3
0.1 1.3 0.9
3.5 -3.6 -1.9
-1.4 1.4 2.8
1.3 -0.7 0.6



# 5
C18H24NO6SV | wB97M-V/def2-TZVPD

## Properties
Multiplicity   2
HOMO energy (spin up / spin down)   -10.2 / -9.6 eV
HOMO-LUMO gap (spin up / spin down)   7.994 / 7.423 eV
Charge   +1

Each line ends with the Löwdin charge.
Atoms and positions in Å:
V -0.53151 0.03542 0.56191  0.94
C 1.33878 0.55411 2.92706  -0.14
C 0.47519 1.78960 2.91103  -0.12
O -0.71678 1.50740 2.17921  -0.23
C -1.97323 1.40835 2.85394  -0.12
C -2.28876 -0.04358 3.10790  -0.15
O -2.23956 -0.71326 1.84140  -0.20
C -2.33835 -2.14809 1.98028  -0.11
C -1.11083 -2.79585 1.36945  -0.13
O -0.02814 -1.90529 1.67614  -0.21
C 1.21288 -2.24253 1.05797  -0.14
C 2.17578 -1.13176 1.45629  -0.11
O 1.46751 0.12669 1.55865  -0.22
H 0.87046 -0.24853 3.50148  0.13
H 2.32419 0.77153 3.34348  0.15
H 0.98688 2.59079 2.37545  0.14
H 0.25060 2.13337 3.92111  0.14
H -2.71119 1.83342 2.17440  0.15
H -1.96794 1.98403 3.78032  0.14
H -3.27972 -0.15148 3.55419  0.15
H -1.54718 -0.48804 3.77943  0.14
H -3.24274 -2.48672 1.47772  0.15
H -2.41460 -2.38597 3.04129  0.13
H -1.20642 -2.87537 0.28739  0.12
H -0.93284 -3.78093 1.80491  0.15
H 1.06662 -2.28982 -0.02258  0.12
H 1.57973 -3.20914 1.41250  0.15
H 2.96726 -1.01960 0.71694  0.14
H 2.63472 -1.34121 2.42197  0.13
O -1.97312 -1.47689 -2.85624  0.09
C -0.96026 -1.11172 -2.30144  -0.57
O -0.80710 -1.11167 -1.00339  -0.18
C 0.21726 -0.60667 -3.10240  -0.14
C 1.46284 -0.37951 -2.52587  -0.05
C 2.51855 0.09578 -3.29063  -0.08
C 2.32924 0.35805 -4.64033  -0.08
C 1.08848 0.13397 -5.22251  -0.06
C 0.03926 -0.35317 -4.45828  -0.01
H 1.60745 -0.58559 -1.47157  0.09
H 3.49031 0.25515 -2.83946  0.10
H 3.15076 0.72831 -5.24009  0.11
H 0.94233 0.33194 -6.27630  0.11
H -0.93125 -0.54913 -4.89434  0.12
S 0.73386 3.61360 -2.09302  1.09
C -0.86503 3.15019 -2.47794  -0.35
C -1.27612 2.16902 -1.64131  -0.20
N -0.34512 1.79427 -0.70049  -0.10
C 0.76179 2.48027 -0.83315  -0.46
H -1.40899 3.60309 -3.28956  0.08
H -2.23021 1.66548 -1.67546  0.13
H 1.63424 2.31767 -0.21746  0.09

Cartesian forces (eV/Å) of the 6 atoms listed first:
0.2 -0.3 0.1
-0.1 0.1 0.0
0.1 0.0 0.0
0.0 0.0 -0.2
-0.1 -0.1 0.0
0.0 0.1 0.0